No. 1
ORCA calculation (ωB97M-V with the def2-TZVPD basis set) on a structure of composition C56H126F6MgNO31S2 in a non-equilibrium geometry.

Geometry as XYZ:
```
223
Properties=species:S:1:pos:R:3
Mg 4.26 -9.13 -14.86
C 5.50 -12.11 -17.55
F 5.14 -13.27 -18.11
F 6.00 -12.31 -16.31
F 6.47 -11.56 -18.32
S 4.04 -10.84 -17.42
O 4.52 -9.52 -17.91
O 3.01 -11.43 -18.17
N 3.62 -10.59 -15.74
S 2.88 -12.01 -15.31
O 3.40 -13.21 -15.99
O 3.04 -12.13 -13.89
C 0.94 -12.00 -15.64
F 0.36 -13.09 -15.10
F 0.35 -10.93 -15.15
F 0.71 -12.15 -16.94
C 10.05 -19.88 -10.90
O 9.80 -18.54 -11.02
C 10.09 -17.91 -12.28
C 10.25 -16.43 -12.01
O 10.08 -15.50 -13.15
C 8.72 -15.02 -13.32
C 8.71 -13.73 -14.14
O 9.57 -13.72 -15.34
C 9.13 -14.65 -16.30
H 10.99 -20.17 -11.37
H 9.31 -20.48 -11.43
H 10.14 -20.08 -9.83
H 9.25 -17.98 -12.97
H 11.01 -18.37 -12.64
H 11.22 -16.29 -11.55
H 9.62 -16.25 -11.14
H 8.49 -14.65 -12.32
H 7.90 -15.69 -13.56
H 8.99 -12.94 -13.44
H 7.69 -13.66 -14.50
H 9.05 -15.70 -15.99
H 9.86 -14.61 -17.11
H 8.23 -14.33 -16.82
C 1.81 -5.96 -20.46
O 3.15 -5.88 -19.91
C 4.19 -6.52 -20.72
C 5.50 -6.38 -20.01
O 6.50 -6.79 -20.94
C 7.86 -6.72 -20.45
C 8.38 -5.37 -19.85
O 8.00 -4.31 -20.68
C 8.42 -3.13 -20.11
H 1.23 -5.23 -19.90
H 1.24 -6.86 -20.24
H 1.72 -5.62 -21.49
H 4.38 -6.09 -21.70
H 4.09 -7.60 -20.83
H 5.62 -7.04 -19.15
H 5.73 -5.35 -19.76
H 8.44 -7.06 -21.31
H 8.14 -7.43 -19.68
H 9.44 -5.50 -19.64
H 7.91 -5.25 -18.88
H 9.51 -3.07 -20.00
H 7.85 -2.90 -19.21
H 8.32 -2.44 -20.95
C -8.39 -7.72 -19.83
O -7.63 -8.89 -19.73
C -7.53 -9.31 -18.40
C -7.11 -10.80 -18.28
O -5.70 -10.86 -18.59
C -5.27 -12.22 -18.69
C -3.72 -12.21 -18.82
O -3.13 -11.53 -17.72
C -2.79 -12.49 -16.70
H -9.46 -7.93 -19.74
H -8.42 -7.39 -20.87
H -8.13 -6.88 -19.18
H -8.48 -9.31 -17.87
H -6.80 -8.71 -17.86
H -7.66 -11.42 -18.98
H -7.32 -11.18 -17.28
H -5.76 -12.64 -19.56
H -5.40 -12.71 -17.72
H -3.60 -11.57 -19.69
H -3.25 -13.19 -18.95
H -2.10 -13.21 -17.14
H -3.66 -13.08 -16.40
H -2.32 -12.01 -15.83
C 1.71 -7.99 -13.28
O 2.87 -8.78 -13.45
C 3.06 -9.47 -12.19
C 4.41 -10.20 -12.12
O 5.07 -10.03 -13.33
C 6.25 -10.78 -13.51
C 7.17 -10.14 -14.49
O 6.38 -9.53 -15.54
C 7.14 -8.91 -16.56
H 2.03 -7.18 -12.63
H 0.85 -8.55 -12.94
H 1.43 -7.48 -14.20
H 2.21 -10.10 -11.93
H 3.20 -8.71 -11.42
H 4.16 -11.25 -11.95
H 5.00 -9.71 -11.35
H 6.07 -11.81 -13.80
H 6.85 -10.96 -12.62
H 7.81 -10.84 -15.02
H 7.74 -9.33 -14.02
H 7.90 -8.20 -16.23
H 6.44 -8.35 -17.18
H 7.58 -9.74 -17.13
C 2.68 -9.19 -24.01
O 2.24 -10.10 -23.00
C 2.09 -9.56 -21.72
C 1.01 -10.34 -20.88
O -0.03 -9.50 -20.38
C -1.01 -10.07 -19.49
C -1.84 -8.91 -18.74
O -1.21 -8.36 -17.56
C -1.81 -7.16 -17.15
H 3.72 -9.38 -24.28
H 2.53 -8.12 -23.85
H 2.23 -9.45 -24.97
H 1.65 -8.56 -21.71
H 3.11 -9.69 -21.38
H 1.53 -10.81 -20.04
H 0.53 -11.12 -21.48
H -0.47 -10.64 -18.74
H -1.68 -10.74 -20.03
H -2.85 -9.31 -18.64
H -2.00 -8.16 -19.51
H -2.89 -7.33 -17.12
H -1.46 -6.42 -17.87
H -1.41 -6.91 -16.17
C 10.30 -10.34 -12.37
O 9.07 -10.29 -11.69
C 9.13 -10.72 -10.36
C 7.69 -10.75 -9.72
O 6.69 -11.64 -10.27
C 6.97 -13.02 -10.15
C 5.95 -13.98 -10.81
O 5.75 -13.76 -12.19
C 4.77 -14.67 -12.66
H 11.02 -9.68 -11.89
H 10.25 -10.09 -13.43
H 10.62 -11.38 -12.34
H 9.79 -9.99 -9.90
H 9.60 -11.68 -10.15
H 7.35 -9.72 -9.63
H 7.72 -10.98 -8.66
H 7.00 -13.22 -9.07
H 7.86 -13.43 -10.62
H 5.05 -13.93 -10.20
H 6.29 -15.01 -10.73
H 3.77 -14.60 -12.23
H 5.11 -15.70 -12.54
H 4.64 -14.70 -13.75
C 7.13 -15.33 -20.00
O 8.44 -15.61 -20.34
C 8.73 -17.03 -20.29
C 10.22 -17.25 -20.10
O 10.98 -16.84 -21.19
C 11.10 -15.38 -21.45
C 12.53 -15.06 -22.03
O 12.79 -15.68 -23.26
C 14.15 -15.95 -23.55
H 6.93 -15.63 -18.98
H 6.46 -15.79 -20.73
H 6.96 -14.27 -20.21
H 8.32 -17.51 -21.18
H 8.20 -17.52 -19.48
H 10.46 -18.31 -20.05
H 10.55 -16.83 -19.16
H 10.78 -14.85 -20.56
H 10.36 -15.22 -22.23
H 13.24 -15.36 -21.26
H 12.59 -13.98 -22.16
H 14.63 -16.69 -22.92
H 14.78 -15.06 -23.51
H 14.28 -16.28 -24.58
C 4.10 -6.31 -10.04
O 4.41 -6.80 -11.34
C 5.56 -6.32 -12.04
C 6.01 -7.18 -13.21
O 5.05 -7.45 -14.19
C 4.52 -6.26 -14.84
C 3.90 -6.68 -16.12
O 3.14 -7.90 -15.86
C 1.99 -7.96 -16.67
H 3.72 -5.29 -10.08
H 4.88 -6.53 -9.32
H 3.27 -6.86 -9.59
H 6.38 -6.26 -11.32
H 5.32 -5.30 -12.33
H 6.26 -8.08 -12.66
H 6.93 -6.81 -13.66
H 5.35 -5.61 -15.09
H 3.88 -5.73 -14.14
H 4.68 -6.85 -16.86
H 3.19 -5.90 -16.41
H 1.40 -8.88 -16.62
H 2.11 -7.80 -17.75
H 1.45 -7.05 -16.43
C 1.50 -16.08 -16.40
O 1.73 -17.16 -17.29
C 2.68 -16.90 -18.32
C 4.00 -16.42 -17.85
O 4.72 -17.45 -17.02
C 6.06 -17.09 -16.57
C 6.41 -18.05 -15.47
O 5.68 -17.77 -14.27
C 4.24 -17.92 -14.17
H 0.91 -16.48 -15.58
H 0.91 -15.28 -16.86
H 2.42 -15.67 -15.97
H 2.35 -16.10 -18.98
H 2.93 -17.74 -18.96
H 3.94 -15.45 -17.36
H 4.60 -16.20 -18.74
H 6.01 -16.10 -16.12
H 6.79 -17.24 -17.37
H 7.45 -17.93 -15.18
H 6.24 -19.10 -15.70
H 4.01 -17.98 -13.11
H 4.05 -18.84 -14.73
H 3.79 -17.09 -14.72
```

Summary:
- LUMO energy (Eh) = -0.0754
- Kohn-Sham gap (hartree) = 0.3098
- total energy (eV) = -168474.5392
- ΔE to the lowest compared entry with this formula, charge and spin (kcal per mole) = 0.0
- total charge = +1
- E_HOMO (eV) = -10.480

=====

No. 2
ORCA calculation (ωB97M-V with the def2-TZVPD basis set) on the molecule C5H2O.

Geometry as XYZ:
```
8
Properties=species:S:1:pos:R:3
O -2.43 -0.70 -0.75
C -2.21 0.17 0.07
C -0.82 0.51 0.37
C 0.38 0.44 0.36
C 1.70 0.10 0.13
C 2.75 -0.38 -0.21
H -3.02 0.70 0.58
H 3.64 -0.86 -0.55
```

Summary:
- LUMO energy (Eh) = -0.0194
- Kohn-Sham gap (hartree) = 0.3496
- total energy (eV) = -7260.2190
- ΔE to the lowest compared entry with this formula, charge and spin (kcal per mole) = 6.7
- E_HOMO (eV) = -10.039

=====

No. 3
ORCA calculation (ωB97M-V with the def2-TZVPD basis set) on a cluster of 2 separate species, C11H17Br4IO3 in total in a non-equilibrium geometry.

Geometry as XYZ:
```
36
Properties=species:S:1:pos:R:3
C 3.35 0.42 0.31
C 2.75 1.14 -0.89
Br 1.57 2.56 -0.29
C 2.05 0.25 -1.94
Br 3.48 -0.30 -3.19
C 1.32 -0.96 -1.33
O 1.39 -2.11 -2.21
C 0.14 -2.54 -2.48
O -0.19 -3.16 -3.46
O -0.67 -2.18 -1.44
C -0.24 -0.83 -1.08
C -1.09 0.11 -1.95
C -2.32 0.66 -1.19
C -2.06 1.84 -0.26
I -1.85 3.67 -1.36
H 3.91 -0.47 0.00
H 2.55 0.08 0.99
H 3.98 1.10 0.89
H 3.56 1.66 -1.41
H 1.38 0.85 -2.56
H 1.78 -1.32 -0.41
H -0.40 -0.78 0.00
H -1.48 -0.48 -2.79
H -0.54 0.97 -2.35
H -2.83 -0.17 -0.67
H -3.04 1.00 -1.95
H -2.95 2.02 0.36
H -1.20 1.69 0.39
Br -3.52 -0.33 3.04
C -2.20 -0.89 4.34
C -0.83 -0.30 4.09
Br 0.07 -1.16 2.59
H -2.19 -1.97 4.31
H -2.58 -0.55 5.30
H -0.20 -0.48 4.95
H -0.86 0.76 3.87
```

Summary:
- LUMO energy (Eh) = 0.0073
- Kohn-Sham gap (hartree) = 0.3525
- total energy (eV) = -306096.2077
- E_HOMO (eV) = -9.395

=====

No. 4
ORCA calculation (ωB97M-V with the def2-TZVPD basis set) on a structure of composition C2H2N2O in a non-equilibrium geometry.

Geometry as XYZ:
```
7
Properties=species:S:1:pos:R:3
C -0.70 -0.07 0.65
C 0.76 -0.21 -0.67
H -1.54 -0.33 1.44
H 1.97 -0.49 -0.88
N 0.12 -0.98 0.14
N -0.84 1.10 0.02
O 0.23 0.99 -0.70
```

Summary:
- LUMO energy (Eh) = 0.0274
- Kohn-Sham gap (hartree) = 0.4235
- total energy (eV) = -7130.8848
- ΔE to the lowest compared entry with this formula, charge and spin (kcal per mole) = 68.2
- E_HOMO (eV) = -10.778

=====

No. 5
ORCA calculation (ωB97M-V with the def2-TZVPD basis set) on a cluster of 2 separate species, C5H9O in total in a non-equilibrium geometry.

Geometry as XYZ:
```
15
Properties=species:S:1:pos:R:3
C 1.07 -1.05 2.11
C -0.90 0.36 -1.28
C 0.52 -0.25 1.13
C -1.45 -0.36 -2.36
C 1.02 1.07 0.95
O -0.44 -0.70 0.35
H 0.66 -2.10 2.41
H 1.67 -0.56 2.85
H -0.98 1.22 -0.74
H -2.48 -0.44 -2.25
H -1.17 0.06 -3.29
H -1.02 -1.33 -2.23
H 1.29 0.93 -0.12
H 0.35 1.91 0.99
H 1.87 1.22 1.47
```

Summary:
- LUMO energy (alpha / beta) (Eh) = -0.2779 / -0.3306
- Kohn-Sham gap (alpha / beta) (hartree) = 0.2175 / 0.1182
- total energy (eV) = -7363.1285
- ΔE to the lowest compared entry with this formula, charge and spin (kcal per mole) = 154.8
- total charge = +1
- E_HOMO (alpha / beta) (eV) = -13.479 / -12.212

=====

Look up the total energy of the fourth one. -7130.8848 eV

=====

Number 2 is which compound? C5H2O